No. 1
{"formula": "C5H6O2", "method": "ωB97M-V/def2-TZVPD", "symbols": ["O", "O", "C", "C", "C", "C", "C", "H", "H", "H", "H", "H", "H"], "xyz": [[0.5928, -1.2328, 0.0567], [2.2861, 1.7293, -1.0733], [-1.1989, 0.2625, 0.6795], [-0.4681, -0.3875, -0.4699], [-1.1821, -0.9078, 1.6282], [1.7105, 0.9981, -0.3042], [0.9433, -0.1783, -0.8157], [-0.7138, 1.1560, 1.0885], [-1.0954, -0.8820, -1.2120], [1.2713, -0.5228, -1.7938], [-1.6169, -1.7340, 1.0164], [1.7039, 1.1753, 0.7900], [-2.2328, 0.5239, 0.4097]], "forces_ev_per_a": [[0.1, -0.2, -0.1], [-0.2, -0.2, 0.4], [0.1, 0.0, 0.2], [-0.2, -0.2, -0.1], [-0.4, 0.2, 0.0], [0.2, 0.2, -0.2], [0.1, 0.1, -0.3], [-0.1, -0.2, -0.1], [0.2, 0.0, 0.1], [0.0, 0.2, 0.0], [0.0, 0.1, 0.3], [0.0, -0.1, -0.1], [0.1, -0.1, 0.0]], "nbo_charge": [-0.48, -0.49, -0.61, 0.08, 0.06, 0.41, -0.05, 0.21, 0.21, 0.21, 0.08, 0.13, 0.25], "homo_lumo_gap_ev": 8.62, "lumo_ev": -0.381}

No. 2
{"formula": "C5H6O2", "method": "ωB97M-V/def2-TZVPD", "symbols": ["O", "O", "C", "C", "C", "C", "C", "H", "H", "H", "H", "H", "H"], "xyz": [[1.3493, 0.8519, -1.8992], [1.0314, -0.0317, 1.0726], [-1.2509, 0.3419, 0.5751], [-0.9755, -0.7640, -0.0312], [0.4732, -0.7877, -0.0147], [-0.0602, 1.0836, 1.0516], [1.0936, -0.2193, -1.2897], [0.9946, -1.8974, -0.0666], [1.2594, -0.9962, -2.0054], [-2.4732, 0.2660, 0.8635], [-1.7516, -1.4326, -0.4401], [0.4349, 1.8880, 0.1648], [-0.1252, 1.6976, 2.0194]], "forces_ev_per_a": [[-1.0, -1.6, 3.6], [-3.5, 1.3, -0.2], [-5.7, 0.7, 2.2], [-0.4, -1.1, -0.9], [5.5, -2.7, -0.8], [3.1, 2.5, -0.8], [0.3, 2.0, -4.4], [-1.4, 2.5, 0.7], [0.2, -1.7, -0.3], [3.5, 1.8, -0.5], [1.1, 0.1, 0.3], [-1.9, -2.3, 2.5], [0.2, -1.4, -1.3]], "nbo_charge": [-0.52, -0.50, -0.20, -0.25, -0.04, -0.16, 0.41, 0.21, 0.10, 0.24, 0.25, 0.24, 0.23], "homo_lumo_gap_ev": 9.72, "lumo_ev": 0.614, "smiles": "O=C[C@@H]1C=CCO1"}

No. 3
{"formula": "C5H6O2", "method": "ωB97M-V/def2-TZVPD", "symbols": ["O", "O", "C", "C", "C", "C", "C", "H", "H", "H", "H", "H", "H"], "xyz": [[1.0875, 1.2791, 1.1936], [0.5924, -1.2475, 1.4758], [0.1902, 1.3271, 0.1023], [-1.1053, -0.6799, -0.7977], [0.2102, -0.0731, -0.5905], [-2.1805, -1.2002, -0.9482], [1.0420, -0.8927, 0.4077], [0.5484, 2.1022, -0.5819], [-0.8117, 1.5913, 0.4497], [0.7343, 0.5973, 1.8000], [2.0823, -1.1186, 0.1222], [-3.1306, -1.6689, -1.0847], [0.7407, -0.0161, -1.5482]], "forces_ev_per_a": [[-0.1, 0.5, 0.5], [0.3, -0.2, -0.7], [-0.1, 0.1, 0.0], [-0.5, -0.2, 0.0], [0.0, -0.1, 0.0], [0.5, 0.2, 0.0], [-0.4, -0.9, 0.2], [-0.1, -0.2, 0.1], [0.0, -0.1, -0.2], [0.3, 0.8, -0.1], [0.0, 0.0, 0.0], [0.2, 0.1, 0.0], [-0.1, 0.0, 0.2]], "nbo_charge": [-0.71, -0.55, -0.04, 0.00, -0.44, -0.23, 0.49, 0.19, 0.18, 0.49, 0.14, 0.24, 0.24], "homo_lumo_gap_ev": 10.69, "lumo_ev": 0.739, "smiles": "C#C[C@H](C=O)CO"}

No. 4
{"formula": "C5H6O2", "method": "ωB97M-V/def2-TZVPD", "symbols": ["O", "O", "C", "C", "C", "C", "C", "H", "H", "H", "H", "H", "H"], "xyz": [[-0.9765, 1.5585, 0.1128], [1.6901, 1.1349, -1.1231], [-1.7519, -0.5442, 0.9050], [-0.6934, 0.4980, 0.6847], [0.3645, -0.4096, 0.2339], [-0.8366, -0.8112, -0.3082], [1.6957, -0.0689, -0.3849], [-1.6198, -1.3575, 1.6147], [-2.7570, -0.1230, 0.8632], [1.9728, -0.8521, -1.0926], [2.4702, -0.0474, 0.3959], [-1.0478, -0.8479, -1.3735], [1.4896, 1.8703, -0.5279]], "forces_ev_per_a": [[0.5, 1.5, 1.6], [0.0, 0.1, 0.2], [0.0, -0.1, 0.0], [-0.6, 0.7, -0.3], [-0.6, 0.5, -1.0], [1.0, -1.7, 0.0], [0.2, -0.4, 0.0], [0.0, 0.4, 0.2], [0.1, -0.4, -0.6], [0.0, 0.0, 0.1], [-0.2, 0.0, -0.1], [-0.2, -0.4, 0.2], [-0.2, -0.2, -0.2]], "nbo_charge": [-0.65, -0.69, -0.45, 0.43, -0.05, -0.06, -0.10, 0.23, 0.24, 0.19, 0.18, 0.25, 0.48], "homo_lumo_gap_ev": 9.31, "lumo_ev": 0.049}